Record 1
Here is a 2-piece molecular cluster, C3H8S overall in a non-equilibrium geometry from the OMol25 dataset. Energies are from wB97M-V/def2-TZVPD.

The geometry in XYZ format:
```
12
Properties=species:S:1:pos:R:3:forces:R:3
C 0.707 -0.645 -3.431 0.367 0.978 -0.380
C -0.528 -0.419 -3.033 -0.371 0.527 0.622
H 1.483 -0.397 -2.722 0.282 -0.232 0.060
H 1.045 -0.756 -4.454 -0.299 -0.659 0.015
H -0.637 0.003 -2.037 -0.212 -0.417 0.104
H -1.460 -0.480 -3.577 0.222 -0.193 -0.429
C 0.607 0.134 1.103 0.987 0.215 -0.589
S -0.503 0.401 2.487 -0.057 0.142 0.135
H 1.214 -0.770 1.186 -0.494 -0.182 -0.048
H 1.348 0.914 0.927 -0.155 0.387 0.546
H 0.039 0.177 0.183 -0.302 -0.530 -0.057
H 0.322 1.131 3.246 0.031 -0.034 0.022
```
Forces are in eV/Å.

Results
- HOMO level: -9.129 eV
- Kohn-Sham gap: 10.083 eV
- Structure (SMILES): C=C.CS
- 2S+1: 1
- ΔE to the lowest compared entry with this formula, charge and spin: 135.2 kJ/mol
- LUMO: 0.954 eV

=====

Record 2
Here is C39H33GeN5Tc as an isolated structure from the OMol25 dataset. Energies are from wB97M-V/def2-TZVPD.

The geometry in XYZ format:
```
79
Properties=species:S:1:pos:R:3:forces:R:3
Tc 0.729 -1.512 1.184 -0.132 -0.121 -0.140
C 1.920 0.845 -5.039 0.001 0.004 -0.014
C 1.385 0.059 -3.894 0.014 -0.008 0.017
C 0.008 -0.160 -3.745 0.004 0.000 0.002
C -0.473 -0.846 -2.661 -0.009 -0.017 -0.031
C 0.401 -1.342 -1.671 -0.004 0.002 0.011
N -0.116 -1.929 -0.538 0.133 0.081 0.159
C -1.117 -2.840 -0.635 -0.023 0.027 0.035
C -1.201 -3.654 -1.807 0.028 0.029 -0.011
C -2.174 -4.590 -1.961 -0.028 -0.012 0.045
C -3.130 -4.794 -0.941 0.023 0.006 -0.041
C -4.146 -5.868 -1.073 0.008 -0.015 0.009
C -3.064 -4.009 0.218 -0.015 -0.020 0.012
C -2.095 -3.048 0.406 0.015 -0.017 -0.051
N -2.196 -2.230 1.542 -0.019 -0.005 0.034
C -3.317 -1.944 2.258 -0.004 0.005 -0.031
C -2.953 -1.185 3.336 0.030 0.001 0.001
C -1.568 -1.035 3.225 -0.047 0.000 0.006
N -1.112 -1.670 2.150 0.041 0.057 0.012
C 1.807 -1.149 -1.830 -0.014 -0.054 0.013
C 2.262 -0.455 -2.926 -0.004 0.004 -0.017
N 2.754 -1.811 -1.012 -0.001 0.070 0.003
C 3.965 -2.296 -1.390 -0.010 -0.008 -0.003
C 4.567 -2.844 -0.288 0.019 0.007 -0.004
C 3.657 -2.656 0.755 -0.025 -0.001 -0.001
N 2.563 -2.039 0.315 0.029 -0.025 -0.062
H 1.221 0.870 -5.873 -0.001 0.000 0.005
H 2.878 0.456 -5.381 -0.002 -0.005 0.003
H 2.086 1.875 -4.707 0.004 -0.014 -0.014
H -0.679 0.240 -4.479 0.000 0.011 0.006
H -1.540 -0.952 -2.506 -0.002 -0.011 -0.002
H -0.414 -3.555 -2.543 -0.010 -0.008 -0.020
H -2.195 -5.218 -2.842 0.006 0.002 0.000
H -4.540 -5.909 -2.089 -0.001 0.007 0.000
H -4.962 -5.762 -0.364 0.001 0.002 0.001
H -3.662 -6.835 -0.889 -0.009 -0.001 -0.004
H -3.791 -4.190 0.997 0.005 0.009 0.003
H -4.288 -2.281 1.939 0.003 -0.003 0.006
H -3.598 -0.782 4.096 0.001 0.000 -0.003
H -0.890 -0.494 3.868 0.001 0.002 -0.004
H 3.326 -0.302 -3.054 -0.008 0.012 -0.005
H 4.297 -2.237 -2.412 0.008 -0.005 0.009
H 5.530 -3.321 -0.240 -0.002 0.003 0.003
H 3.750 -2.936 1.793 -0.001 -0.003 -0.001
C 0.819 0.115 0.968 0.026 -0.045 0.098
Ge 0.463 2.152 1.068 -0.046 0.062 -0.036
C 1.025 2.854 -0.632 0.006 -0.039 0.043
C 2.350 3.271 -0.775 0.023 -0.037 -0.030
C 2.775 3.842 -1.967 -0.006 -0.008 0.005
C 1.878 4.007 -3.014 -0.025 0.003 0.029
C 0.556 3.595 -2.877 0.023 0.024 -0.033
C 0.129 3.016 -1.690 -0.032 0.076 0.022
C 1.505 2.636 2.611 -0.008 0.009 -0.056
C 2.210 1.704 3.372 0.000 0.007 0.031
C 2.913 2.103 4.498 -0.001 0.002 0.003
C 2.918 3.441 4.871 -0.011 0.003 -0.006
C 2.225 4.378 4.117 0.012 -0.018 0.005
C 1.522 3.980 2.989 0.001 0.020 -0.010
C -1.444 1.984 1.362 0.036 -0.012 0.013
C -2.017 2.575 2.488 -0.007 -0.023 0.015
C -3.390 2.509 2.693 -0.015 -0.010 -0.011
C -4.198 1.846 1.780 0.023 0.010 0.011
C -3.634 1.236 0.664 -0.014 -0.014 -0.005
C -2.264 1.303 0.459 0.010 -0.015 -0.047
H 3.046 3.179 0.051 -0.002 0.000 0.001
H 3.796 4.188 -2.066 0.000 0.002 -0.005
H 2.202 4.485 -3.930 -0.005 0.005 0.002
H -0.149 3.762 -3.682 0.005 -0.008 0.003
H -0.916 2.752 -1.575 0.014 -0.020 0.000
H 2.237 0.656 3.082 -0.006 -0.002 0.001
H 3.464 1.378 5.082 0.003 0.003 0.001
H 3.468 3.754 5.748 0.000 -0.001 0.000
H 2.236 5.421 4.403 -0.001 -0.001 0.001
H 0.995 4.728 2.406 0.000 -0.004 0.000
H -1.397 3.099 3.207 0.003 0.008 -0.009
H -3.829 2.991 3.557 -0.003 0.001 -0.002
H -5.270 1.815 1.930 -0.001 0.002 -0.003
H -4.270 0.738 -0.058 0.000 0.002 0.005
H -1.837 0.842 -0.431 -0.004 0.029 0.028
```
Forces are in eV/Å.

Results
- HOMO level (alpha / beta): -16.098 / -16.098 eV
- Kohn-Sham gap (alpha / beta): 4.380 / 4.390 eV
- 2S+1: 1
- Charge: +3
- LUMO (alpha / beta): -11.718 / -11.709 eV

=====

Record 3
Here is C23H23CoN6S as an isolated structure in a non-equilibrium geometry from the OMol25 dataset. Energies are from wB97M-V/def2-TZVPD.

The geometry in XYZ format:
```
54
Properties=species:S:1:pos:R:3:forces:R:3
Co 0.680 -1.658 -0.227 0.505 -0.052 0.052
C 4.338 0.095 2.359 -0.628 -1.674 -1.486
C 3.738 -0.729 1.193 0.034 0.234 0.717
C 3.486 -2.120 1.292 0.128 1.792 -1.411
C 3.074 -2.776 0.161 -0.464 -1.771 -1.289
C 2.838 -2.106 -1.102 -0.745 -1.467 2.211
C 2.887 -0.746 -1.095 0.770 0.830 0.678
C 3.410 -0.074 0.012 0.527 0.169 0.651
H 4.671 -0.586 3.115 -0.014 -0.281 0.685
H 3.565 0.748 2.728 0.085 0.478 0.245
H 5.227 0.574 1.995 0.210 0.757 -0.108
H 3.723 -2.652 2.166 0.106 -0.598 1.059
H 2.955 -3.886 0.240 0.138 1.064 -0.340
H 2.588 -2.590 -2.021 -0.015 -0.703 -0.253
H 2.688 -0.253 -1.997 -0.135 0.973 -1.153
H 3.747 0.954 -0.035 -0.553 0.217 -0.285
S -0.056 -1.010 1.865 0.651 -0.676 0.030
C -0.695 0.416 1.216 -0.129 0.221 -1.152
N -0.702 1.472 1.929 -1.130 2.250 1.059
N -1.485 2.529 1.485 1.318 -1.392 0.469
C -1.525 3.732 2.084 1.639 -0.203 -0.008
C -2.335 4.694 1.435 -0.073 -0.479 0.465
C -2.241 5.986 1.811 0.024 2.424 -0.375
C -1.306 6.336 2.765 0.770 -1.129 0.878
C -0.531 5.383 3.452 0.570 0.613 0.586
C -0.551 4.078 3.121 -1.507 -1.169 -1.557
N -1.276 0.500 -0.108 -0.138 -0.044 0.592
N -0.851 -0.341 -0.907 0.070 -0.532 -0.531
C -1.490 -0.421 -2.180 0.929 0.208 0.173
C -0.787 -1.099 -3.203 -0.384 0.853 1.149
C -1.312 -1.076 -4.490 1.127 -0.609 -1.691
C -2.476 -0.349 -4.780 0.812 -0.985 1.381
C -3.177 0.120 -3.678 -1.288 1.303 -0.985
C -2.714 0.194 -2.399 0.237 -0.826 0.367
H -1.899 2.353 0.587 -0.722 0.280 -0.420
H -2.970 4.363 0.652 -0.572 -0.138 -0.591
H -2.709 6.887 1.358 -0.203 -1.324 -0.081
H -1.030 7.331 2.979 -0.319 1.205 0.110
H 0.157 5.741 4.209 0.075 -0.032 -0.087
H 0.137 3.298 3.431 -0.217 0.277 0.356
H 0.198 -1.468 -2.877 -0.488 -0.284 -0.796
H -0.775 -1.611 -5.331 -0.575 0.824 1.166
H -2.853 -0.196 -5.777 -0.021 -0.266 -0.107
H -4.139 0.559 -3.865 -0.379 0.202 -0.128
H -3.320 0.607 -1.595 0.249 -0.046 -0.233
N -1.322 -3.543 0.316 -0.802 2.162 1.957
C -1.792 -4.747 0.273 -0.288 -3.074 -1.236
C -0.990 -5.532 -0.591 -0.899 1.368 1.549
C -0.019 -4.636 -0.961 1.176 -0.047 -0.933
N -0.208 -3.421 -0.406 0.641 -0.254 -0.527
H -1.614 -2.811 1.029 0.736 -0.994 -1.474
H -2.669 -5.078 0.767 -0.545 0.124 0.576
H -1.097 -6.581 -0.754 0.018 -0.231 -0.368
H 0.811 -4.851 -1.644 -0.309 0.449 0.440
```
Forces are in eV/Å.

Results
- HOMO level (alpha / beta): -13.935 / -14.734 eV
- Kohn-Sham gap (alpha / beta): 6.792 / 6.428 eV
- 2S+1: 5
- Charge: +2
- ΔE to the lowest compared entry with this formula, charge and spin: 30.1 kJ/mol
- LUMO (alpha / beta): -7.143 / -8.306 eV
- Expectation value of S²: 6.05

=====

Record 4
Here is a 2-piece molecular cluster, C2H4NO2S2 overall in a non-equilibrium geometry from the OMol25 dataset. Energies are from wB97M-V/def2-TZVPD.

The geometry in XYZ format:
```
11
Properties=species:S:1:pos:R:3:forces:R:3
C -0.974 -0.398 -0.524 -0.768 -0.706 0.339
C 1.477 -0.131 0.918 0.522 -0.931 0.054
N -0.278 0.620 -0.858 1.396 0.594 -1.087
O -0.321 -1.637 -0.724 0.089 0.867 -0.713
O 2.402 -0.394 0.188 0.183 -0.311 -0.175
S -2.545 -0.492 0.232 0.947 0.149 -0.324
S -0.787 2.268 -0.696 -0.435 -2.092 0.616
H 1.543 0.826 1.448 -0.754 0.184 0.263
H 0.694 -0.920 1.128 0.477 1.074 0.091
H 0.504 -1.449 -1.248 -0.977 0.100 0.759
H -1.717 1.706 0.137 -0.680 1.072 0.177
```
Forces are in eV/Å.

Results
- HOMO level: -3.746 eV
- Kohn-Sham gap: 7.178 eV
- 2S+1: 1
- Charge: -1
- ΔE to the lowest compared entry with this formula, charge and spin: 81.3 kJ/mol
- LUMO: 3.432 eV